[1]
A cluster of 10 separate species, C37H103N11O10 in total at a distorted geometry. Source: OMol25; level of theory: ωB97M-V/def2-TZVPD.

Output
- Net charge: 0
- SMILES: COC[C@H](C)N.COC[C@H](C)N.COC[C@H](C)N.COC[C@H](C)N.COC[C@H](C)N.COC[C@H](C)N.COC[C@H](C)N.COC[C@H](C)N.COC[C@H](C)N.NC(N)=O
- Energy relative to the best compared isomer or geometry (same formula, charge and spin): 6.358 eV
- HOMO-LUMO gap: 9.31 eV
- LUMO level: 0.46 eV
- E_HOMO: -8.86 eV

Last column: Mulliken charge in e.
Cartesian coordinates (Å):
C  1.085  8.454  -3.606  0.6162
O  0.948  8.254  -2.419  -0.6167
N  0.491  9.446  -4.268  -0.4218
N  1.851  7.738  -4.427  -0.3872
H  -0.060  10.018  -3.645  0.2271
H  0.455  9.475  -5.277  0.1937
H  2.110  6.772  -4.283  0.1999
H  2.241  8.080  -5.294  0.1883
C  -0.962  0.532  1.090  -1.2392
C  -0.415  1.480  -0.012  0.4034
C  -1.173  1.299  -1.327  -0.7582
O  -1.051  0.048  -1.978  -0.3544
C  0.313  -0.221  -2.230  -0.7055
N  -0.589  2.867  0.509  -0.7337
H  -2.002  0.686  1.380  0.3143
H  -0.418  0.594  2.032  0.3790
H  -0.725  -0.481  0.766  0.3045
H  0.669  1.387  -0.071  0.3418
H  -0.953  2.135  -1.992  0.3792
H  -2.236  1.492  -1.183  0.3492
H  0.870  -0.398  -1.310  0.2561
H  0.819  0.498  -2.876  0.3099
H  0.417  -1.158  -2.777  0.2730
H  -1.556  3.159  0.497  0.2427
H  -0.043  3.533  -0.019  0.2382
C  -1.289  5.117  9.855  -1.3241
C  -1.863  4.099  8.855  0.4716
C  -3.361  4.355  8.476  -0.7533
O  -4.113  4.438  9.677  -0.3093
C  -5.403  4.863  9.528  -0.7596
N  -0.900  4.077  7.738  -0.7470
H  -0.252  5.391  9.660  0.4524
H  -1.265  4.696  10.860  0.2681
H  -1.791  6.079  9.961  0.3124
H  -1.945  3.130  9.347  0.3034
H  -3.821  3.615  7.821  0.4069
H  -3.305  5.308  7.949  0.3116
H  -5.956  4.346  8.744  0.2993
H  -5.468  5.943  9.395  0.3016
H  -6.014  4.718  10.419  0.2622
H  -1.234  3.465  7.006  0.2505
H  -0.868  4.947  7.227  0.2528
C  5.222  7.295  3.353  -1.3010
C  6.364  6.255  3.167  0.4108
C  7.114  5.902  4.456  -0.7486
O  7.822  6.839  5.278  -0.3305
C  8.405  6.310  6.440  -0.7224
N  5.714  5.110  2.625  -0.7005
H  4.318  6.916  3.829  0.3223
H  5.007  7.828  2.427  0.3823
H  5.714  8.046  3.970  0.3302
H  7.120  6.697  2.519  0.2487
H  7.810  5.085  4.269  0.3854
H  6.369  5.454  5.114  0.3040
H  8.824  7.196  6.918  0.2296
H  9.197  5.687  6.025  0.3350
H  7.831  5.699  7.135  0.2938
H  5.206  5.441  1.817  0.2916
H  5.062  4.713  3.286  0.2698
C  -3.839  -4.780  -13.568  -1.4576
C  -3.563  -3.286  -13.654  0.5666
C  -2.684  -2.863  -12.500  -0.7492
O  -3.353  -3.191  -11.199  -0.3138
C  -2.551  -2.925  -10.015  -0.6814
N  -3.007  -3.047  -14.926  -0.7473
H  -4.367  -5.076  -12.661  0.3522
H  -2.969  -5.420  -13.716  0.3316
H  -4.595  -5.126  -14.272  0.4072
H  -4.519  -2.767  -13.589  0.2393
H  -2.444  -1.800  -12.474  0.3624
H  -1.727  -3.370  -12.617  0.3580
H  -1.534  -3.312  -10.067  0.2897
H  -3.161  -3.316  -9.200  0.2289
H  -2.437  -1.844  -9.932  0.2781
H  -3.670  -3.393  -15.605  0.2757
H  -3.039  -2.047  -15.060  0.2597
C  7.195  -7.566  -7.220  -1.2992
C  6.473  -6.306  -7.527  0.5116
C  4.967  -6.287  -7.031  -0.8526
O  4.193  -7.324  -7.587  -0.3362
C  3.945  -7.167  -8.954  -0.6633
N  7.288  -5.203  -6.977  -0.7305
H  7.947  -7.679  -8.001  0.3503
H  6.603  -8.474  -7.105  0.3149
H  7.889  -7.517  -6.380  0.3585
H  6.583  -6.194  -8.606  0.2168
H  4.603  -5.287  -7.268  0.3568
H  5.005  -6.239  -5.942  0.4057
H  3.496  -6.177  -9.037  0.3217
H  3.262  -7.959  -9.262  0.2380
H  4.844  -7.228  -9.568  0.2494
H  7.259  -5.351  -5.979  0.2849
H  8.238  -5.296  -7.307  0.2732
C  5.984  -3.145  3.685  -1.3166
C  6.971  -1.981  3.849  0.4745
C  8.196  -2.411  4.615  -0.7821
O  7.932  -2.876  5.949  -0.3119
C  9.028  -3.458  6.612  -0.7115
N  7.307  -1.343  2.540  -0.6973
H  5.101  -2.890  3.098  0.3630
H  5.565  -3.521  4.619  0.3029
H  6.548  -3.845  3.069  0.2894
H  6.388  -1.384  4.550  0.2181
H  8.804  -1.507  4.627  0.3410
H  8.890  -3.016  4.031  0.4467
H  9.483  -4.216  5.974  0.3187
H  8.735  -3.970  7.529  0.2452
H  9.755  -2.680  6.843  0.2802
H  6.938  -0.406  2.616  0.2675
H  8.309  -1.257  2.442  0.2718
C  -6.380  7.977  -1.141  -1.2749
C  -6.661  8.882  0.139  0.5716
C  -8.108  9.140  0.509  -0.7275
O  -8.778  9.794  -0.538  -0.3154
C  -10.198  9.889  -0.334  -0.7337
N  -6.100  8.239  1.299  -0.7280
H  -6.618  8.508  -2.062  0.2995
H  -7.035  7.108  -1.090  0.2938
H  -5.352  7.622  -1.066  0.3632
H  -6.090  9.800  0.006  0.2460
H  -8.071  9.766  1.400  0.3094
H  -8.614  8.191  0.688  0.3761
H  -10.566  8.880  -0.150  0.3178
H  -10.747  10.393  -1.130  0.2523
H  -10.459  10.423  0.579  0.2995
H  -6.440  8.659  2.152  0.2106
H  -5.096  8.305  1.378  0.2398
C  -6.607  -1.819  7.212  -1.2928
C  -5.928  -2.613  8.315  0.3639
C  -4.399  -2.832  8.062  -0.7310
O  -4.124  -3.767  7.056  -0.3240
C  -2.740  -3.954  6.828  -0.7221
N  -6.173  -1.874  9.541  -0.7491
H  -6.224  -1.975  6.203  0.3334
H  -6.613  -0.745  7.394  0.3245
H  -7.685  -1.958  7.290  0.3224
H  -6.394  -3.598  8.307  0.3318
H  -3.896  -3.201  8.956  0.3769
H  -3.943  -1.864  7.852  0.3258
H  -2.580  -4.584  5.953  0.2502
H  -2.266  -4.367  7.718  0.2989
H  -2.243  -3.014  6.587  0.3125
H  -5.720  -1.003  9.304  0.2878
H  -5.531  -2.310  10.188  0.2912
C  -2.842  -9.230  -3.882  -1.3154
C  -1.605  -10.034  -3.384  0.5471
C  -1.399  -10.068  -1.845  -0.7926
O  -1.249  -8.875  -1.141  -0.3608
C  -0.159  -8.067  -1.543  -0.6876
N  -1.858  -11.385  -3.846  -0.7430
H  -2.538  -8.197  -3.714  0.2918
H  -3.793  -9.398  -3.377  0.3211
H  -2.971  -9.192  -4.964  0.4285
H  -0.752  -9.692  -3.971  0.2253
H  -0.563  -10.698  -1.542  0.4345
H  -2.267  -10.478  -1.328  0.3019
H  -0.223  -7.788  -2.594  0.2494
H  0.799  -8.576  -1.434  0.3064
H  -0.023  -7.165  -0.947  0.2760
H  -2.624  -11.821  -3.352  0.2542
H  -2.155  -11.458  -4.808  0.2631

Cartesian forces (eV/Å) of the 6 atoms listed first:
C 0.1 -0.2 0.5
O -0.2 -0.3 0.6
N -1.0 1.8 0.1
N 2.2 -2.5 -1.9
H -0.1 0.3 -0.7
H -0.3 0.2 0.5


[2]
A structure of composition C3GaLiO6 at a distorted geometry. Source: OMol25; level of theory: ωB97M-V/def2-TZVPD.

Output
- 2S+1: 2
- Net charge: +1
- ⟨S²⟩: 0.7729
- Energy relative to the best compared isomer or geometry (same formula, charge and spin): 4.599 eV
- HOMO-LUMO gap (spin up / spin down): 6.76 / 4.35 eV
- LUMO level (spin up / spin down): -7.21 / -9.13 eV
- E_HOMO (spin up / spin down): -13.97 / -13.48 eV

Last column: Mulliken spin population.
Cartesian coordinates (Å):
O  0.211  2.046  -0.408  0.0388
C  0.082  0.802  -0.733  -0.0751
O  1.018  0.151  0.096  0.1130
C  2.070  -0.818  -0.371  -0.0092
O  3.104  -0.233  -0.640  0.0369
O  1.695  -1.938  -0.059  0.0771
Ga  0.718  1.474  1.289  0.6981
C  -1.606  0.071  -0.202  0.0411
O  -2.537  -0.405  -0.887  0.0601
O  -1.610  0.063  1.079  0.0168
Li  -3.145  -1.211  0.836  0.0023

Cartesian forces (eV/Å) of the 6 atoms listed first:
O -1.8 -1.0 -2.7
C -0.3 1.3 3.5
O -3.2 0.9 -2.0
C 5.0 -4.4 0.8
O -2.1 -0.1 -0.3
O -0.3 1.3 -1.2